Entry 1:
This record from the OMol25 dataset describes an isolated molecule of C5H5NO. The level of theory is ωB97M-V with the def2-TZVPD basis set.

Each line ends with the natural charge from an NBO analysis.
Element x y z (Å)
C  -1.04  -0.63  0.80  -0.629
C  -0.16  0.34  0.03  0.382
O  -0.12  1.52  0.72  -0.650
C  1.14  -0.22  -0.31  -0.112
C  2.22  -0.71  -0.52  -0.137
C  -0.54  1.02  -1.70  0.089
N  -1.43  0.26  -1.52  -0.401
H  -1.14  -1.57  0.26  0.241
H  -0.55  -0.80  1.76  0.231
H  -2.02  -0.19  0.96  0.242
H  0.47  2.13  0.25  0.498
H  3.18  -1.14  -0.72  0.245

The value obtained for the HOMO energy is -10.53 eV. The LUMO energy is 0.27 eV. The calculation puts the total energy at -8798.68549 eV.

---

Entry 2:
This record from the OMol25 dataset describes an isolated molecule of C13H15N3O3. The level of theory is ωB97M-V with the def2-TZVPD basis set.

Each line ends with the natural charge from an NBO analysis.
Element x y z (Å)
C  -0.39  -2.09  0.76  -0.157
C  1.18  -2.03  0.54  0.684
C  -0.76  -1.07  1.88  -0.427
C  -0.31  0.35  1.63  -0.125
C  1.04  0.66  1.76  -0.012
C  -0.78  1.32  0.65  -0.114
C  0.20  2.31  0.39  0.108
C  -2.04  1.53  -0.03  -0.159
C  0.21  3.51  -0.41  -0.269
C  -2.19  2.76  -0.75  -0.259
C  -1.12  3.69  -0.98  -0.205
C  1.18  -1.73  -2.10  -0.329
C  0.33  -0.50  -2.13  0.773
H  -0.10  -3.83  1.88  0.357
H  -0.48  -4.15  0.52  0.347
H  -1.09  -1.94  -0.08  0.220
H  -0.27  -1.51  2.85  0.239
H  -1.94  -1.25  2.08  0.231
H  1.63  -0.06  2.21  0.252
H  2.23  2.12  0.98  0.407
H  -2.92  0.93  0.17  0.222
H  0.88  4.31  -0.42  0.228
H  -3.11  2.94  -1.23  0.215
H  -1.22  4.60  -1.63  0.218
H  2.72  -2.08  -0.62  0.408
H  1.91  -1.60  -2.94  0.256
H  0.42  -2.58  -2.31  0.224
H  0.43  1.19  -1.55  0.511
N  -0.76  -3.50  1.20  -0.802
N  1.24  1.82  1.11  -0.509
N  1.71  -1.95  -0.73  -0.622
O  1.88  -2.23  1.57  -0.665
O  -0.81  -0.46  -2.50  -0.566
O  1.09  0.53  -1.76  -0.681

The value obtained for the HOMO energy is -7.95 eV. The LUMO energy is 0.55 eV. The calculation puts the total energy at -24335.85341 eV.